No. 1
ORCA calculation (the ωB97M-V functional and the def2-TZVPD basis) on 2 unconnected molecules or ions with the total composition C4H13N2O.

CARTESIAN COORDINATES (ANGSTROEM)
C -2.51 0.33 -1.16
C -2.50 -0.07 1.26
C 4.33 -0.02 0.24
C 1.94 0.22 -0.04
N 0.90 -0.03 -0.67
N -2.29 -0.62 -0.15
O 3.13 -0.12 -0.45
H -3.61 0.45 -1.23
H -2.12 1.35 -0.81
H -2.16 0.09 -2.09
H -1.76 0.76 1.21
H -3.43 0.45 1.49
H -2.42 -0.79 2.11
H 5.12 0.14 -0.39
H 4.29 -1.00 0.87
H 4.34 0.89 0.92
H 1.91 0.82 0.88
H -1.37 -1.02 -0.03
H 1.11 -0.43 -1.54
H -2.88 -1.42 -0.43

Net charge ... +1
Total energy ... -344.642717 Eh
LUMO level ... -3.03 eV
Energy relative to the best compared isomer or geometry (same formula, charge and spin) ... 325.90 kJ/mol
HOMO-LUMO gap ... 10.232 eV
Molecular weight ... 105.161 g mol⁻¹
2S+1 ... 1

No. 2
ORCA calculation (the ωB97M-V functional and the def2-TZVPD basis) on a molecular structure, C4H13N2O.

CARTESIAN COORDINATES (ANGSTROEM)
C 2.07 -1.03 -1.14
C -1.08 -0.74 2.11
C 1.29 0.19 -1.80
C 0.13 1.57 -0.26
N -0.91 1.74 0.42
N -1.48 -0.70 0.72
O 0.19 0.51 -0.94
H 1.46 -1.89 -1.25
H 2.97 -1.14 -1.52
H 2.10 -0.81 -0.14
H -0.07 -0.10 2.28
H -1.68 -0.09 2.83
H -0.85 -1.76 2.52
H 0.85 -0.30 -2.76
H 2.00 1.04 -1.89
H 0.99 2.32 -0.30
H -0.98 2.58 0.95
H -1.64 0.70 0.57
H -0.92 -0.99 -0.08
H -2.45 -1.02 0.69

Net charge ... +1
Total energy ... -344.643048 Eh
LUMO level ... -2.78 eV
Energy relative to the best compared isomer or geometry (same formula, charge and spin) ... 325.03 kJ/mol
HOMO-LUMO gap ... 11.794 eV
Molecular weight ... 105.161 g mol⁻¹
2S+1 ... 1